41
Properties=species:S:1:pos:R:3:forces:R:3:lowdin_charge:R:1 method="wB97M-V/def2-TZVPD" charge=+1 homo_ev="-12.4 / -12.4" e_tot_ev=-74934.3617 lumo_ev="-4.12 / -4.16" max_force_ev_per_a=0.87
Ni 0.224 0.060 -0.170 0.03 0.80 -0.33 0.699
C 0.405 -0.575 -3.473 0.05 -0.02 0.01 -0.015
C -0.923 -0.785 -2.842 -0.03 -0.02 0.02 -0.246
C -2.006 -1.165 -3.644 0.02 0.00 0.00 0.012
C -3.241 -1.400 -3.093 0.01 0.00 0.02 -0.009
C -3.384 -1.286 -1.714 0.02 -0.01 -0.01 0.014
C -2.290 -0.911 -0.973 0.01 0.02 0.01 -0.172
N -1.079 -0.623 -1.522 -0.13 -0.15 -0.10 0.101
C -2.329 -0.789 0.496 0.03 0.01 0.04 -0.156
C -3.410 -1.027 1.328 0.00 0.01 -0.02 0.032
C -3.248 -0.818 2.689 -0.03 -0.01 0.02 -0.002
C -2.041 -0.362 3.194 0.02 0.02 0.00 0.032
C -0.999 -0.145 2.308 -0.03 -0.01 -0.04 -0.156
N -1.162 -0.393 1.007 -0.07 -0.18 0.11 0.068
C 0.347 0.366 2.622 -0.02 0.01 -0.02 -0.172
C 0.729 0.712 3.894 0.04 0.01 0.01 0.014
C 2.031 1.160 4.094 -0.03 -0.02 -0.01 -0.009
C 2.883 1.199 3.019 0.02 -0.01 -0.03 0.011
C 2.443 0.828 1.742 -0.05 -0.05 0.05 -0.248
C 3.410 0.831 0.616 0.06 0.06 -0.07 -0.013
N 1.171 0.456 1.543 0.10 -0.03 0.21 0.100
H 0.483 -1.174 -4.378 0.00 0.02 0.00 0.102
H 1.217 -0.831 -2.801 -0.03 0.00 0.01 0.070
H 0.518 0.472 -3.743 0.04 0.05 -0.02 0.091
H -1.841 -1.274 -4.707 -0.01 0.00 0.00 0.129
H -4.079 -1.689 -3.712 0.00 0.00 0.00 0.126
H -4.328 -1.492 -1.232 0.00 -0.01 -0.02 0.117
H -4.357 -1.362 0.933 0.00 0.01 -0.01 0.120
H -4.076 -1.002 3.361 0.00 0.00 0.00 0.128
H -1.923 -0.181 4.252 0.01 0.01 0.00 0.121
H 0.036 0.633 4.717 0.01 0.00 0.00 0.117
H 2.370 1.449 5.080 -0.01 0.00 0.00 0.126
H 3.913 1.506 3.135 0.00 0.00 0.00 0.129
H 4.414 0.644 0.995 -0.01 0.02 -0.01 0.100
H 3.402 1.802 0.124 0.01 0.01 -0.04 0.092
H 3.161 0.087 -0.131 -0.03 -0.05 -0.09 0.075
F 1.221 1.146 -1.287 0.08 -0.52 0.09 -0.376
B 3.024 1.479 -2.883 0.23 0.02 -0.16 -0.918
F 2.348 1.949 -3.916 -0.23 -0.05 0.14 0.264
F 3.673 2.325 -2.106 -0.08 -0.04 0.12 0.261
F 3.293 0.180 -2.824 0.02 0.10 0.13 0.241

=====

80
Properties=species:S:1:pos:R:3:forces:R:3:lowdin_charge:R:1 method="wB97M-V/def2-TZVPD" charge=+1 homo_ev=-10.1 e_tot_ev=-56545.2136 lumo_ev=-3.10 relative_energy_kcal_mol=52.9 max_force_ev_per_a=0.84
Pt -0.260 0.500 1.212 -0.51 0.07 -0.66 1.023
O -1.395 -1.708 0.025 -0.05 -0.03 0.01 0.009
C -1.739 -0.753 0.681 0.30 -0.13 0.22 -0.484
C -3.177 -0.559 1.045 0.00 -0.07 -0.04 -0.238
C -4.078 -1.588 0.775 0.03 0.01 -0.02 -0.009
C -5.414 -1.440 1.102 -0.01 -0.01 0.00 -0.056
C -5.852 -0.257 1.685 -0.01 0.01 0.00 -0.054
C -4.962 0.775 1.939 0.02 -0.01 -0.01 -0.064
C -3.613 0.630 1.622 -0.07 0.02 0.07 -0.333
P -2.380 1.885 2.059 0.10 0.17 0.19 1.046
C -3.384 3.408 2.208 -0.03 -0.01 -0.08 -0.403
C -3.414 4.045 3.443 -0.02 -0.02 0.00 -0.102
C -4.167 5.201 3.617 0.00 0.00 0.00 -0.075
C -4.885 5.723 2.554 0.00 0.00 0.01 -0.072
C -4.854 5.094 1.313 0.00 0.00 -0.01 -0.067
C -4.107 3.942 1.141 0.01 0.02 0.01 -0.089
C -1.597 2.230 0.392 0.12 0.03 0.03 -0.495
C -0.777 3.380 0.385 -0.08 0.06 -0.09 -0.145
C -0.400 3.981 -0.797 0.00 0.01 0.06 -0.080
C -0.778 3.417 -2.014 -0.03 -0.04 -0.03 -0.042
C -1.548 2.268 -2.040 0.03 0.05 -0.03 -0.044
C -1.980 1.694 -0.852 0.05 -0.05 0.08 -0.073
H -3.710 -2.492 0.308 0.00 0.00 0.00 0.122
H -6.114 -2.239 0.901 0.00 0.00 0.00 0.111
H -6.896 -0.135 1.941 0.00 0.00 0.00 0.112
H -5.320 1.692 2.387 0.00 0.01 0.00 0.106
H -2.848 3.634 4.271 0.00 0.00 0.00 0.097
H -4.188 5.692 4.581 0.00 0.00 0.00 0.107
H -5.469 6.624 2.687 0.00 0.00 0.00 0.108
H -5.415 5.504 0.483 0.00 0.00 0.00 0.109
H -4.085 3.453 0.172 0.00 0.00 0.00 0.114
H -0.483 3.813 1.335 -0.01 0.01 0.00 0.116
H 0.196 4.885 -0.779 0.00 0.00 0.00 0.117
H -0.470 3.882 -2.941 0.00 0.00 0.00 0.116
H -1.842 1.830 -2.984 0.00 -0.01 0.00 0.117
H -2.654 0.850 -0.894 -0.01 0.00 -0.03 0.108
C 5.845 2.459 4.360 -0.01 0.00 0.00 -0.059
C 5.244 3.275 3.216 0.01 -0.01 0.00 -0.556
C 4.834 4.655 3.754 0.00 0.00 -0.01 -0.033
C 6.304 3.442 2.118 0.00 -0.01 0.00 -0.034
C 4.014 2.606 2.619 0.01 0.00 0.02 -0.132
C 3.334 3.191 1.554 -0.01 -0.01 -0.01 0.021
C 2.186 2.605 1.064 0.02 -0.01 -0.07 -0.086
N 1.684 1.467 1.546 0.03 -0.06 0.51 -0.021
C 2.373 0.841 2.517 -0.08 -0.16 -0.11 -0.178
C 3.510 1.397 3.081 0.02 -0.02 -0.01 0.064
C 1.878 -0.514 2.893 -0.05 0.10 -0.10 -0.165
C 2.549 -1.330 3.779 -0.02 0.01 0.00 0.056
C 2.088 -2.613 4.077 -0.04 -0.01 -0.03 -0.130
C 0.937 -3.019 3.416 0.04 0.00 0.02 0.037
C 0.308 -2.168 2.527 0.03 -0.04 -0.04 -0.060
N 0.755 -0.939 2.265 0.19 0.08 0.14 -0.042
C 2.845 -3.488 5.063 0.02 0.00 0.01 -0.556
C 2.152 -4.834 5.278 0.00 0.01 0.00 -0.058
C 2.937 -2.758 6.411 0.00 0.00 0.00 -0.034
C 4.257 -3.738 4.512 0.00 0.00 0.01 -0.032
H 6.720 2.978 4.749 0.00 0.00 0.00 0.093
H 6.173 1.472 4.025 0.00 0.00 0.00 0.091
H 5.142 2.336 5.186 0.00 0.00 0.00 0.092
H 5.701 5.147 4.196 0.00 0.00 0.00 0.093
H 4.065 4.564 4.522 0.00 0.00 0.00 0.095
H 4.452 5.300 2.962 0.00 0.00 0.00 0.082
H 7.189 3.922 2.535 0.00 0.00 0.00 0.093
H 5.946 4.063 1.296 0.00 0.00 0.00 0.081
H 6.601 2.474 1.709 0.00 0.00 0.00 0.096
H 3.678 4.113 1.107 0.00 0.00 -0.01 0.122
H 1.643 3.052 0.246 0.02 0.00 0.03 0.092
H 4.009 0.881 3.885 0.01 0.01 -0.01 0.099
H 3.455 -0.971 4.243 0.00 -0.01 0.02 0.109
H 0.510 -3.998 3.572 0.00 0.00 0.00 0.117
H -0.567 -2.489 1.986 -0.02 0.02 -0.01 0.107
H 1.140 -4.710 5.669 0.00 0.00 0.00 0.093
H 2.717 -5.415 6.006 0.00 0.00 0.00 0.093
H 2.104 -5.417 4.357 -0.01 0.00 0.00 0.092
H 1.945 -2.546 6.812 0.00 0.00 0.00 0.096
H 3.481 -1.816 6.329 0.00 0.00 0.00 0.080
H 3.467 -3.384 7.130 0.00 0.00 0.00 0.093
H 4.217 -4.245 3.546 0.00 0.00 0.00 0.096
H 4.813 -4.370 5.205 0.00 0.00 0.00 0.094
H 4.815 -2.809 4.387 0.00 0.00 0.00 0.081

=====

16
Properties=species:S:1:pos:R:3:forces:R:3:lowdin_charge:R:1 method="wB97M-V/def2-TZVPD" charge=0 homo_ev=-8.9 e_tot_ev=-38301.4204 lumo_ev=-0.93 relative_energy_kcal_mol=90.9 max_force_ev_per_a=6.09
C -2.467 0.592 1.087 5.54 0.93 -0.47 0.165
C -1.261 0.801 0.994 -3.27 -1.19 1.23 -0.108
C 0.471 0.834 -0.694 -1.31 3.24 1.90 -0.229
C 0.038 -0.417 -1.312 -1.16 -2.23 -0.82 -0.428
C 0.170 0.992 0.912 1.17 1.63 -1.58 -0.440
O 1.059 0.110 1.559 -1.38 -0.72 5.63 -0.181
P 0.867 -1.987 -0.712 3.10 0.60 -0.72 -0.041
S 2.867 -1.786 -0.728 -2.51 -0.09 0.11 0.152
S -0.029 -3.657 -0.558 -0.42 0.51 0.09 0.209
H -3.470 0.557 1.124 -2.81 -0.29 0.15 -0.007
H 1.491 1.096 -0.931 0.34 -0.15 0.18 0.097
H -0.203 1.628 -1.191 1.12 -0.86 0.82 0.148
H -1.068 -0.609 -1.334 0.94 0.29 0.39 0.094
H 0.321 -0.274 -2.364 0.08 -0.73 0.03 0.096
H 0.380 2.062 1.282 -0.18 -1.32 -0.91 0.162
H 0.834 0.059 2.868 0.75 0.37 -6.03 0.313

=====

57
Properties=species:S:1:pos:R:3:forces:R:3:lowdin_charge:R:1 method="wB97M-V/def2-TZVPD" charge=0 homo_ev="-7.5 / -6.1" s2=0.7645 e_tot_ev=-39196.1214 lumo_ev="0.36 / -1.06" multiplicity=2 relative_energy_kcal_mol=36.5 max_force_ev_per_a=3.53
Ag -2.967 -2.720 23.100 0.86 1.11 0.02 0.906
C -1.253 1.464 22.519 0.79 -0.85 -1.06 -0.084
C -1.931 0.383 23.384 -0.62 0.50 1.71 -0.583
C -2.540 1.214 24.585 -0.52 -0.15 -0.06 -0.080
O -2.741 -0.468 22.670 -0.46 -0.17 0.06 -0.263
H -0.574 2.145 23.033 0.06 -0.28 0.31 0.063
H -1.912 2.115 21.940 -0.67 -0.22 0.42 0.070
H -0.692 0.954 21.730 0.26 0.00 0.09 0.064
H -1.298 -0.278 23.990 1.24 0.21 -0.64 0.115
H -2.800 0.700 25.515 -0.18 -0.70 -0.42 0.025
H -3.438 1.749 24.268 0.11 0.29 0.01 0.070
H -1.767 1.889 24.958 -0.07 0.37 -0.40 0.060
C -0.511 -5.421 25.145 0.85 0.67 1.06 -0.054
C -0.469 -3.889 24.974 -1.93 0.52 0.45 -0.599
C 0.757 -3.207 25.551 1.03 -0.29 0.15 -0.076
O -0.868 -3.475 23.717 0.31 0.13 0.08 -0.204
H -1.398 -5.885 24.722 0.32 0.11 -0.66 0.037
H -0.572 -5.633 26.218 0.14 -0.05 0.09 0.071
H 0.455 -5.818 24.828 -0.32 -0.51 -0.47 0.074
H -1.154 -3.513 25.754 -1.02 -0.01 -0.38 0.116
H 0.775 -3.324 26.638 0.01 -0.40 0.02 0.072
H 0.730 -2.124 25.440 -0.05 -0.07 -0.59 0.073
H 1.687 -3.635 25.166 0.13 0.29 -0.13 0.072
C -1.537 -4.575 20.790 0.72 1.16 -0.11 -0.222
C -2.356 -5.500 19.910 -0.74 -0.83 1.33 -0.182
O -3.748 -5.678 20.326 0.66 0.28 -0.79 -0.116
O -1.993 -3.222 21.031 -0.49 -1.26 -0.47 -0.124
H -0.533 -4.387 20.401 0.10 -0.86 -0.42 0.127
H -1.370 -5.120 21.718 -0.33 0.75 0.50 0.100
H -1.946 -6.478 20.173 0.63 -0.10 -0.80 0.115
H -2.286 -5.316 18.841 -0.41 0.10 0.01 0.116
H -3.756 -5.810 21.284 0.18 0.38 0.11 0.054
H -1.739 -2.667 20.289 -0.01 0.07 0.07 0.097
C -5.490 -2.607 20.674 2.33 1.76 -1.98 -0.623
O -5.459 -2.851 21.879 -0.96 -0.22 -0.44 -0.018
N -5.183 -3.432 19.647 -1.28 -1.22 1.01 0.164
N -5.495 -1.308 20.151 -0.60 0.25 2.46 0.136
H -4.980 -4.401 19.872 0.36 0.07 -0.43 0.071
H -4.966 -2.997 18.776 0.14 -0.36 -0.21 0.095
H -5.616 -1.035 19.197 0.02 -0.22 -0.06 0.084
H -5.293 -0.615 20.857 -0.15 0.24 -0.32 0.095
C -4.544 -5.562 23.719 0.80 3.02 -0.52 -0.640
O -3.706 -4.879 23.077 -0.36 -2.08 0.24 -0.081
N -5.850 -5.323 23.506 -0.35 -0.06 -0.42 0.184
N -4.208 -6.332 24.748 -0.12 -1.07 0.54 0.195
H -6.593 -5.883 23.881 0.00 0.02 -0.12 0.107
H -5.992 -4.599 22.806 -0.29 -0.01 -0.01 0.081
H -4.947 -6.486 25.414 0.41 -0.28 0.29 0.111
H -3.243 -6.324 25.032 -0.13 0.00 0.14 0.090
C -4.772 -1.760 25.841 0.53 -1.16 1.20 -0.642
O -3.967 -2.321 25.108 -0.58 0.52 0.78 -0.021
N -4.427 -1.027 26.935 0.38 0.62 -0.24 0.162
N -6.093 -2.099 25.878 -0.18 -0.64 -0.92 0.155
H -5.180 -0.538 27.385 0.29 0.17 0.26 0.098
H -3.498 -0.641 26.972 -0.14 0.13 -0.08 0.093
H -6.277 -2.855 25.236 -0.58 0.38 -0.17 0.094
H -6.809 -1.453 26.154 -0.08 -0.10 -0.12 0.098